Record 1
Here is the ion C4H12N3 with charge +1 from the OMol25 dataset. Energies are from the ωB97M-V functional and the def2-TZVPD basis.

```
19
Properties=species:S:1:pos:R:3:forces:R:3
C 1.77039 0.40578 -0.25903 0.043 0.125 -0.213
C 0.99054 -0.84747 -0.56148 -0.688 0.200 -0.321
C -0.49082 -0.71450 -0.13491 0.385 0.268 0.035
N -2.81352 -0.63554 1.43466 -0.309 -0.119 -0.052
C -1.68717 0.00916 1.75428 0.785 0.319 -0.019
N -0.59211 0.04164 1.09076 0.067 0.023 0.003
N 1.59310 1.42974 -1.37323 -0.256 -0.118 0.127
H 2.83378 0.25067 -0.20799 0.394 -0.157 0.031
H 1.40651 0.86280 0.65154 -0.036 0.077 0.209
H 1.46934 -1.70850 -0.11450 0.100 -0.031 0.340
H 0.97204 -1.04355 -1.63648 0.308 -0.127 -0.111
H -0.87876 -1.72475 -0.03781 -0.263 -0.255 -0.108
H -1.01533 -0.21403 -0.96585 -0.240 -0.104 0.168
H -3.62721 -0.56297 2.02087 0.026 -0.118 -0.146
H -2.86186 -1.12339 0.56036 -0.333 -0.125 0.004
H -1.69648 0.56108 2.68543 -0.195 0.042 0.134
H 2.22226 2.21911 -1.22966 0.225 -0.094 -0.293
H 0.65852 1.83564 -1.40700 -0.254 -0.195 0.181
H 1.74677 0.95907 -2.26998 0.242 0.388 0.030
```
Forces are in eV/Å.

Properties
orbital gap: 9.0 eV
relative energy (zero: lowest compared OMol25 entry of this formula, charge and spin): 29.8 kcal/mol
SMILES string: N/C=N\CCC[NH3+]
multiplicity: 1
largest force on an atom: 0.8 eV/A
highest occupied orbital energy: -0.457 Eh
charge: +1
calculated total energy: -323.6307 Ha


Record 2
Here is a cluster of 2 separate species, C4H12N3 in total in a non-equilibrium geometry from the OMol25 dataset. Energies are from the ωB97M-V functional and the def2-TZVPD basis.

```
19
Properties=species:S:1:pos:R:3:forces:R:3
C -2.57939 1.51429 -0.01794 -0.155 0.191 0.020
C 1.65467 -1.51456 0.16788 0.269 -0.380 -0.005
C -2.53278 -0.75721 -0.55168 -0.239 -0.241 -0.134
C 1.30880 -0.09098 0.19087 -0.263 0.330 -0.196
N 1.91144 2.14507 -0.24026 -0.417 1.046 -0.466
N 2.16411 0.83285 -0.05633 0.475 -0.983 0.194
N -1.89176 0.49565 -0.27139 0.716 0.235 0.241
H -2.07005 2.44302 0.20274 0.033 0.214 0.047
H -3.66953 1.54060 -0.00124 -0.100 -0.153 -0.058
H 1.01583 -2.02100 -0.56051 0.039 0.056 -0.026
H 1.42414 -1.97009 1.13229 0.016 0.041 0.050
H 2.70031 -1.70026 -0.08098 -0.048 -0.011 0.033
H -3.62509 -0.69381 -0.56940 0.011 -0.035 -0.013
H -2.22657 -1.47420 0.21116 -0.060 -0.098 -0.042
H -2.16907 -1.11271 -1.51658 -0.101 -0.109 0.017
H 0.25673 0.18767 0.32095 0.112 0.245 -0.001
H 0.96839 2.43273 -0.01066 0.129 -0.160 0.062
H 2.64049 2.78643 0.04241 -0.004 -0.302 0.183
H 3.13490 0.56641 -0.26066 -0.412 0.113 0.094
```
Forces are in eV/Å.

Properties
orbital gap: 9.4 eV
relative energy (zero: lowest compared OMol25 entry of this formula, charge and spin): 74.5 kcal/mol
multiplicity: 1
largest force on an atom: 1.2 eV/A
highest occupied orbital energy: -0.489 Eh
charge: +1
calculated total energy: -323.5595 Ha


Record 3
Here is a structure of composition C4H12N3 from the OMol25 dataset. Energies are from the ωB97M-V functional and the def2-TZVPD basis.

```
19
Properties=species:S:1:pos:R:3:forces:R:3
C 1.18783 0.52887 0.95727 -0.262 -0.033 -0.249
C 1.38739 -0.77711 0.16731 -0.107 0.528 0.301
C 0.14686 -1.26589 -0.60250 -0.376 -0.165 -0.347
N -1.88536 1.51855 -1.83893 -0.005 0.055 -0.104
C -0.94210 0.78649 -1.48303 0.198 -0.207 0.065
N -0.99973 -0.31191 -0.54533 -0.045 0.218 0.062
N -0.12652 0.49926 1.65843 -0.231 -0.213 -0.015
H 1.99266 0.69669 1.66818 0.075 -0.054 -0.046
H 1.15773 1.38430 0.28216 0.011 0.031 0.035
H 1.70854 -1.54574 0.86800 0.113 -0.119 -0.137
H 2.19297 -0.57525 -0.53522 0.149 -0.230 0.078
H -0.23001 -2.20942 -0.21949 0.074 -0.035 0.236
H 0.37587 -1.46536 -1.64870 0.111 0.089 -0.005
H -2.79710 1.26813 -1.45571 0.005 0.006 0.036
H 0.07967 0.93490 -1.83113 -0.083 0.213 -0.165
H -1.89213 -0.77727 -0.57789 -0.333 -0.278 -0.208
H -0.88262 0.18444 0.67891 0.773 0.130 0.295
H -0.33401 1.38582 2.11720 -0.007 -0.230 0.041
H -0.13992 -0.25951 2.34047 -0.061 0.294 0.127
```
Forces are in eV/Å.

Properties
orbital gap: 11.4 eV
relative energy (zero: lowest compared OMol25 entry of this formula, charge and spin): 42.5 kcal/mol
multiplicity: 1
largest force on an atom: 0.8 eV/A
highest occupied orbital energy: -0.533 Eh
charge: +1
calculated total energy: -323.6105 Ha


Record 4
Here is the ion C4H12N3 with charge +1 in a non-equilibrium geometry from the OMol25 dataset. Energies are from the ωB97M-V functional and the def2-TZVPD basis.

```
19
Properties=species:S:1:pos:R:3:forces:R:3
C -0.59827 -1.79969 -0.75098 -0.598 -0.862 0.109
C 0.04578 -0.52898 -1.28189 0.632 0.142 0.297
C 0.49063 0.38131 -0.16545 -0.035 -0.018 -0.562
C -0.19460 1.46596 0.17403 0.183 0.011 -0.419
N 0.41467 2.36926 1.17291 0.057 -0.231 -0.462
N 1.68744 0.09777 0.54627 -0.151 -0.016 0.708
N -1.60928 -1.49712 0.26546 0.220 0.165 -0.041
H 0.13599 -2.48717 -0.31714 0.099 0.364 0.119
H -1.02152 -2.37995 -1.58144 0.133 0.254 -0.150
H -0.57200 -0.00138 -2.00196 -0.347 0.085 0.118
H 0.95073 -0.79772 -1.82386 0.094 -0.104 -0.207
H -1.11531 1.78105 -0.29359 0.072 0.120 0.181
H 0.91826 3.13969 0.71437 -0.375 0.043 0.181
H -0.27167 2.72317 1.83734 0.192 0.067 0.145
H 1.14313 1.78963 1.61365 0.060 0.069 0.212
H 2.44653 -0.30459 0.00900 -0.235 0.027 -0.207
H 1.48737 -0.53509 1.31710 0.087 -0.056 -0.031
H -2.42135 -1.07973 -0.17498 -0.077 -0.083 0.096
H -1.91655 -2.33643 0.74115 -0.012 0.023 -0.088
```
Forces are in eV/Å.

Properties
orbital gap: 9.5 eV
relative energy (zero: lowest compared OMol25 entry of this formula, charge and spin): 38.3 kcal/mol
SMILES string: NCC/C(N)=C/[NH3+]
multiplicity: 1
largest force on an atom: 1.1 eV/A
highest occupied orbital energy: -0.470 Eh
charge: +1
calculated total energy: -323.6172 Ha


Record 5
Here is a cluster of 2 separate species, C4H12N3 in total in a non-equilibrium geometry from the OMol25 dataset. Energies are from the ωB97M-V functional and the def2-TZVPD basis.

```
19
Properties=species:S:1:pos:R:3:forces:R:3
C 0.98842 1.10544 0.97468 0.409 0.656 0.970
C -0.22398 1.66439 0.97885 -0.497 -0.134 -0.901
N -1.41401 0.86585 0.72532 -0.186 -0.206 1.670
N 2.19971 1.89338 1.04174 -0.663 0.514 0.978
H 1.12245 0.00502 1.05060 -0.122 0.795 -0.096
H -0.46355 2.73828 0.95686 0.766 -0.457 0.151
H -2.18891 1.50934 0.57025 -0.032 -0.413 0.011
H -1.65179 0.28945 1.57088 0.147 0.659 -1.083
H 2.33408 2.25814 2.02482 0.032 -0.705 -1.451
H 2.05653 2.72161 0.45492 0.249 -0.271 0.334
C 0.04323 -1.97682 -0.79479 -0.437 -0.346 -0.477
C -0.48089 -3.06941 -1.40574 0.451 1.727 0.653
N -0.35177 -0.56830 -1.17938 0.542 -0.526 0.419
H 0.77061 -1.92676 0.03976 -0.423 -0.488 -0.885
H -0.12282 -4.09256 -1.22542 -0.260 0.693 0.228
H -1.30884 -2.93728 -2.12117 0.643 -0.145 0.174
H 0.48261 0.04766 -1.23413 -0.362 -0.731 -0.488
H -0.87761 -0.54612 -2.05138 0.159 0.014 -0.009
H -0.91348 0.01870 -0.37668 -0.416 -0.635 -0.197
```
Forces are in eV/Å.

Properties
orbital gap: 10.3 eV
relative energy (zero: lowest compared OMol25 entry of this formula, charge and spin): 67.6 kcal/mol
multiplicity: 1
largest force on an atom: 1.9 eV/A
highest occupied orbital energy: -0.484 Eh
charge: +1
calculated total energy: -323.5705 Ha


Record 6
Here is a cluster of 2 separate species, C4H12N3 in total from the OMol25 dataset. Energies are from the ωB97M-V functional and the def2-TZVPD basis.

```
19
Properties=species:S:1:pos:R:3:forces:R:3
C -0.14685 0.77094 3.12541 0.061 0.134 -0.081
N -0.43036 -1.55072 0.30706 -0.060 -0.177 -0.094
C -0.41197 -1.03944 1.50688 0.164 0.167 0.097
N -0.09848 0.20078 1.77505 -0.073 -0.064 0.048
H 0.65251 1.49891 3.23674 0.031 -0.044 -0.043
H 0.00672 -0.01696 3.85887 -0.077 -0.005 -0.027
H -1.09981 1.27001 3.29120 -0.006 -0.056 0.042
H -0.26454 -0.97852 -0.54118 -0.301 0.053 0.146
H -0.73765 -2.50479 0.20997 0.103 -0.019 -0.108
H -0.64318 -1.68420 2.34536 -0.053 -0.023 0.040
H 0.08409 0.81666 0.99396 -0.011 0.087 0.023
C 1.10905 0.93350 -2.02746 -0.178 0.055 -0.075
C -0.58666 -0.29630 -3.03492 -0.085 -0.016 0.325
N -0.16648 0.21865 -1.95965 0.428 0.018 -0.027
H 0.90067 2.00184 -1.98009 0.003 0.043 0.088
H 1.65038 0.74178 -2.95408 0.085 -0.070 -0.032
H 1.73884 0.67559 -1.17683 0.037 -0.059 0.016
H -1.56258 -0.77430 -3.02840 0.076 -0.129 -0.136
H 0.00629 -0.28343 -3.94790 -0.145 0.107 -0.202
```
Forces are in eV/Å.

Properties
orbital gap: 11.0 eV
relative energy (zero: lowest compared OMol25 entry of this formula, charge and spin): 31.5 kcal/mol
multiplicity: 1
largest force on an atom: 0.4 eV/A
highest occupied orbital energy: -0.514 Eh
charge: +1
calculated total energy: -323.6281 Ha


Record 7
Here is the ion C4H12N3 with charge +1 in a non-equilibrium geometry from the OMol25 dataset. Energies are from the ωB97M-V functional and the def2-TZVPD basis.

```
19
Properties=species:S:1:pos:R:3:forces:R:3
C 1.96345 -0.14558 -0.12583 -3.288 0.337 -0.716
C 0.19014 -1.92665 0.23254 -1.349 -2.367 -5.036
C -1.22575 0.34740 1.19263 1.148 -1.663 0.113
C -0.88818 1.14606 -1.22959 -2.205 1.383 -1.377
N 2.29833 0.98477 0.44519 -0.194 -0.223 -0.951
N 0.37612 -0.64590 -0.47484 4.779 0.944 2.140
N -0.47380 0.33731 -0.12928 -1.093 0.070 0.867
H 2.68597 -0.65513 -0.76961 0.165 -0.071 0.678
H -0.11530 -1.79698 1.17501 -1.203 0.566 3.584
H -0.70139 -2.46116 -0.39064 2.114 1.032 1.624
H 1.04800 -2.62816 0.28666 -0.215 0.835 -0.674
H -1.91064 1.16998 1.28120 -0.122 0.429 -0.518
H -1.82567 -0.61044 1.39396 0.929 1.372 -0.432
H -0.46585 0.48644 2.00821 -0.727 -0.342 -0.530
H -0.29200 2.02871 -1.55145 0.502 -0.836 0.430
H -1.25915 0.63814 -2.17059 0.849 -0.055 1.142
H -1.79692 1.63310 -0.87464 -0.127 0.118 -0.066
H 3.24896 1.29913 0.30670 0.278 -0.048 -0.003
H 1.72464 1.75443 0.84798 -0.241 -1.483 -0.275
```
Forces are in eV/Å.

Properties
orbital gap (spin up / spin down): 8.0 / 8.0 eV
relative energy (zero: lowest compared OMol25 entry of this formula, charge and spin): 121.8 kcal/mol
SMILES string: CN(C)/[N+](C)=C\N
multiplicity: 1
largest force on an atom: 5.7 eV/A
highest occupied orbital energy (spin up / spin down): -0.468 / -0.468 Eh
charge: +1
calculated total energy: -323.4842 Ha


Record 8
Here is the ion C4H12N3 with charge +1 in a non-equilibrium geometry from the OMol25 dataset. Energies are from the ωB97M-V functional and the def2-TZVPD basis.

```
19
Properties=species:S:1:pos:R:3:forces:R:3
C 2.07433 -0.65624 0.67063 1.095 -0.867 2.644
C -0.94656 -1.08387 0.68885 -3.346 2.032 -0.520
C -0.89266 0.83544 -0.89960 3.704 3.028 0.425
C -0.21252 0.24236 0.34949 0.850 -0.744 2.700
N 1.11479 -0.21709 -0.01001 1.333 0.103 -1.576
N -0.20329 1.20167 1.44875 -1.494 -1.219 -0.944
N -0.18847 0.15757 -2.01959 0.782 1.985 0.055
H 3.11705 -0.92884 0.23726 -2.120 0.411 0.329
H 2.01214 -0.86905 1.85585 0.023 0.843 -2.497
H -0.40837 -1.87010 1.07453 1.809 -1.183 1.485
H -1.78397 -0.78358 1.41872 0.836 -0.860 -1.359
H -1.33200 -1.57791 -0.24834 -0.205 0.847 0.802
H -0.77790 1.98347 -0.89987 -0.075 -1.908 -0.295
H -1.86770 0.59594 -0.83170 -3.341 -0.760 -0.272
H -0.49963 0.81801 2.32199 0.132 -0.012 0.417
H 0.52366 1.87596 1.50816 0.587 0.261 -0.123
H -0.69051 -0.00484 -2.85572 -1.269 -1.365 -0.656
H 0.41686 -0.47849 -1.40561 0.582 -0.866 -1.091
H 0.54474 0.75959 -2.40379 0.116 0.273 0.477
```
Forces are in eV/Å.

Properties
orbital gap: 10.4 eV
relative energy (zero: lowest compared OMol25 entry of this formula, charge and spin): 76.1 kcal/mol
SMILES string: C=N[C@@](C)(N)C[NH3+]
multiplicity: 1
largest force on an atom: 4.8 eV/A
highest occupied orbital energy: -0.495 Eh
charge: +1
calculated total energy: -323.5570 Ha


Record 9
Here is the ion C4H12N3 with charge +2 in a non-equilibrium geometry from the OMol25 dataset. Energies are from the ωB97M-V functional and the def2-TZVPD basis.

```
19
Properties=species:S:1:pos:R:3:forces:R:3
C 0.78041 1.60405 -0.13308 -0.578 -0.011 1.144
C -0.54562 0.82031 -0.41182 0.411 -0.429 0.032
C -0.42105 -0.63696 -0.05510 0.343 0.184 0.280
C -0.63758 -1.15760 1.16287 0.034 0.277 -0.332
N -0.47198 -2.48996 1.43838 -0.099 -0.464 0.729
N 0.18691 -1.53997 -1.06743 -0.457 0.966 -0.693
N 0.66070 2.98588 -0.40271 0.425 0.480 -0.551
H 1.03316 1.54630 0.93154 0.082 -0.173 -0.008
H 1.65597 1.15855 -0.62429 0.091 0.253 -0.461
H -1.30481 1.23035 0.25479 -0.091 0.117 -0.292
H -0.84343 0.94574 -1.45693 -0.167 0.131 0.120
H -0.86983 -0.47223 1.97773 -0.096 -0.137 -0.070
H -1.12376 -3.15494 1.03551 0.018 0.139 -0.268
H -0.41835 -2.69655 2.43239 0.058 0.045 -0.167
H 1.11867 -1.20586 -1.33469 0.217 -0.406 0.282
H 0.22304 -2.50394 -0.72369 0.244 -0.051 0.069
H -0.32836 -1.49885 -1.95497 -0.223 -0.435 0.137
H 1.14802 3.70795 0.14248 -0.077 -0.323 0.068
H 0.15789 3.35773 -1.21097 -0.135 -0.162 -0.019
```
Forces are in eV/Å.

Properties
orbital gap (spin up / spin down): 10.3 / 5.2 eV
relative energy (zero: lowest compared OMol25 entry of this formula, charge and spin): 34.1 kcal/mol
multiplicity: 2
largest force on an atom: 1.3 eV/A
highest occupied orbital energy (spin up / spin down): -0.630 / -0.628 Eh
charge: +2
calculated total energy: -323.1634 Ha


Record 10
Here is the ion C4H12N3O with charge -2 in a non-equilibrium geometry from the OMol25 dataset. Energies are from the ωB97M-V functional and the def2-TZVPD basis.

```
20
Properties=species:S:1:pos:R:3:forces:R:3
C 0.52722 -0.86438 -0.99622 -1.152 -0.155 1.452
N 0.67106 -1.22899 0.42194 -0.892 -0.386 -0.135
C 0.52211 -2.78096 0.67679 0.924 0.980 -0.931
O -0.37408 -3.37075 -0.09023 -0.111 0.112 0.394
C -0.74516 0.07120 -1.15445 1.990 -0.592 -0.959
N -0.54185 1.48801 -0.82176 0.138 -0.150 1.292
C -0.29298 1.69697 0.62945 -0.831 0.722 0.566
N -0.64729 3.02197 1.15046 -0.425 -0.774 -0.001
H 0.29272 -1.86401 -1.41053 0.045 0.554 -0.657
H 1.40079 -0.36505 -1.44689 -0.041 -0.233 0.074
H 1.44326 -0.80550 0.91164 0.241 -0.067 -0.027
H 0.39000 -2.83701 1.78186 -0.122 0.006 0.031
H 1.57128 -3.12471 0.44878 0.183 -0.461 0.278
H -1.49881 -0.40758 -0.53043 -0.142 0.377 0.014
H -1.02868 -0.02967 -2.21807 -0.270 0.314 0.194
H 0.25583 1.92338 -1.27656 -0.074 -0.315 -0.585
H 0.71374 1.59717 1.04627 0.269 -0.715 -0.805
H -0.93576 0.95922 1.12376 0.319 0.198 0.117
H -0.07605 3.76253 0.73957 -0.247 0.058 -0.116
H -1.64735 3.15816 1.01461 0.197 0.528 -0.198
```
Forces are in eV/Å.

Properties
orbital gap (spin up / spin down): 3.0 / 6.8 eV
relative energy (zero: lowest compared OMol25 entry of this formula, charge and spin): 29.7 kcal/mol
multiplicity: 2
largest force on an atom: 2.3 eV/A
highest occupied orbital energy (spin up / spin down): 0.147 / 0.002 Eh
charge: -2
calculated total energy: -398.9198 Ha


Q: The lowest relative energy (zero: lowest compared OMol25 entry of this formula, charge and spin) belongs to which entry?
A: C4H12N3O